[1]
11 unconnected molecules or ions with the total composition C36H60N3O18 at a distorted geometry. Source: OMol25; level of theory: ωB97M-V/def2-TZVPD.

Last column: Löwdin charge in e.
CARTESIAN COORDINATES (ANGSTROEM)
1 C -19.07 -25.44 20.23  0.030
2 C -18.27 -26.43 21.10  -0.320
3 O -17.59 -26.08 22.10  0.064
4 N -18.19 -27.84 20.67  0.057
5 H -18.99 -28.47 20.93  0.126
6 H -18.30 -27.76 19.57  0.159
7 C -17.08 -28.66 21.12  -0.029
8 H -20.21 -25.78 20.40  0.139
9 H -18.76 -25.40 19.11  0.132
10 H -19.10 -24.52 20.71  0.012
11 H -16.15 -28.35 20.76  0.051
12 H -17.25 -29.70 20.83  0.087
13 H -16.95 -28.62 22.20  0.093
14 N -20.13 -29.89 22.33  -0.517
15 O -19.74 -30.24 21.15  -0.076
16 O -19.58 -28.91 22.86  -0.065
17 O -21.32 -30.18 22.63  -0.008
18 N -20.04 -28.67 18.16  -0.517
19 O -18.79 -28.56 17.98  -0.074
20 O -20.62 -27.85 18.97  -0.092
21 O -20.64 -29.72 17.87  0.027
22 C -18.75 -21.65 21.43  0.002
23 C -17.91 -22.23 22.68  -0.454
24 C -17.26 -21.04 23.40  -0.045
25 O -18.61 -22.89 23.58  0.077
26 H -19.16 -22.53 21.02  0.015
27 H -18.17 -21.07 20.81  0.042
28 H -19.72 -21.13 21.50  0.086
29 H -17.04 -22.89 22.41  0.141
30 H -17.98 -20.34 23.84  0.100
31 H -16.73 -20.45 22.86  0.001
32 H -16.60 -21.46 24.14  0.062
33 H -18.22 -23.32 24.12  -0.092
34 C -21.29 -25.07 24.71  -0.037
35 C -21.73 -26.50 24.30  -0.543
36 C -23.22 -26.82 24.30  0.003
37 O -21.23 -26.79 23.12  -0.006
38 H -21.40 -24.22 23.88  0.109
39 H -20.22 -25.15 24.87  0.037
40 H -21.67 -24.62 25.58  0.048
41 H -21.13 -27.02 25.03  0.133
42 H -23.64 -26.47 25.07  -0.018
43 H -23.41 -27.84 24.14  0.062
44 H -23.81 -26.08 23.46  0.139
45 H -20.66 -27.50 23.23  0.008
46 C -22.28 -23.17 20.54  -0.073
47 C -23.23 -24.25 20.67  -0.527
48 C -24.09 -23.92 21.82  -0.082
49 O -24.03 -24.36 19.53  -0.025
50 H -22.86 -22.18 20.30  0.144
51 H -21.35 -23.36 20.04  0.063
52 H -21.76 -22.92 21.36  0.018
53 H -22.75 -25.22 20.85  0.149
54 H -24.76 -24.72 22.16  0.080
55 H -24.56 -22.92 21.86  0.095
56 H -23.61 -23.66 22.70  0.033
57 H -23.82 -25.20 19.12  0.044
58 C -17.57 -24.68 27.04  -0.001
59 C -16.38 -24.76 26.06  -0.468
60 C -16.38 -25.98 25.03  -0.018
61 O -16.40 -23.61 25.36  -0.024
62 H -17.31 -23.98 27.72  0.036
63 H -17.90 -25.46 27.61  0.037
64 H -18.53 -24.62 26.31  0.133
65 H -15.37 -24.77 26.53  0.142
66 H -17.30 -26.27 24.47  0.084
67 H -16.42 -26.74 25.66  0.004
68 H -15.45 -26.10 24.39  0.077
69 H -15.52 -23.44 25.20  0.065
70 C -24.19 -25.83 16.37  -0.031
71 C -22.82 -26.36 16.69  -0.529
72 C -21.75 -25.37 16.31  -0.033
73 O -22.67 -26.52 18.04  -0.081
74 H -24.81 -26.45 16.89  0.063
75 H -24.33 -25.74 15.34  0.068
76 H -24.38 -24.89 16.64  0.036
77 H -22.72 -27.17 16.11  0.097
78 H -20.91 -26.00 16.24  0.056
79 H -21.67 -24.59 16.90  0.014
80 H -21.85 -24.89 15.22  0.127
81 H -21.71 -27.01 18.12  0.111
82 C -17.15 -31.59 19.03  0.043
83 C -17.79 -32.88 19.58  0.152
84 C -16.78 -33.90 20.29  -0.430
85 O -17.12 -34.83 20.88  0.121
86 C -15.29 -33.52 20.32  0.063
87 C -14.83 -32.32 19.59  0.023
88 C -15.75 -31.35 19.11  -0.576
89 O -15.28 -30.35 18.73  0.135
90 H -17.84 -31.04 18.42  0.089
91 H -18.87 -32.78 19.39  0.100
92 H -14.58 -34.39 20.57  0.130
93 H -13.80 -31.96 19.87  0.127
94 C -13.26 -27.56 24.65  -0.008
95 C -14.35 -28.54 24.56  0.081
96 C -14.87 -29.26 25.87  -0.462
97 O -15.74 -30.05 25.85  0.148
98 C -13.99 -29.09 26.97  0.032
99 C -12.88 -28.07 27.08  0.066
100 C -12.53 -27.30 25.87  -0.456
101 O -11.50 -26.57 25.83  0.046
102 H -13.01 -26.85 23.61  0.180
103 H -14.91 -28.62 23.67  0.074
104 H -14.09 -29.81 27.87  0.139
105 H -12.33 -28.03 28.11  0.138
106 C -12.59 -26.21 20.00  0.064
107 C -12.05 -25.25 19.02  0.039
108 C -12.74 -24.00 18.61  -0.437
109 O -12.28 -23.25 17.82  0.126
110 C -14.10 -23.85 19.30  0.082
111 C -14.59 -24.74 20.30  0.055
112 C -13.90 -25.98 20.73  -0.417
113 O -14.50 -26.80 21.38  0.080
114 H -11.90 -27.04 20.47  0.139
115 H -11.05 -25.49 18.51  0.130
116 H -14.58 -22.99 19.17  0.055
117 H -15.52 -24.51 20.82  0.100

Summary:
- Total charge: -1
- LUMO energy: -0.779 eV
- HOMO level: -6.5 eV
- Energy above the lowest of the compared OMol25 structures with the same formula, charge and spin: 0.056 eV
- E_tot: -79605.726 eV

[2]
7 unconnected molecules or ions with the total composition C36H61ClIO17PSSi at a distorted geometry. Source: OMol25; level of theory: ωB97M-V/def2-TZVPD.

Last column: Löwdin charge in e.
CARTESIAN COORDINATES (ANGSTROEM)
1 C -7.06 -4.44 2.54  -0.170
2 Si -5.47 -3.37 2.54  0.484
3 C -4.38 -3.92 1.06  -0.159
4 C -6.02 -1.57 2.29  -0.166
5 O -4.71 -3.67 4.04  -0.223
6 C -3.72 -2.71 4.37  -0.266
7 C -2.26 -3.29 4.36  -0.136
8 C -1.31 -2.59 3.37  -0.316
9 C 0.02 -3.42 3.11  -0.148
10 C 1.33 -2.62 3.44  -0.203
11 C 1.46 -1.24 2.72  -0.597
12 C 2.63 -0.45 3.43  -0.164
13 C 2.28 1.03 3.77  -0.293
14 C 2.20 1.98 2.52  -0.589
15 I 0.34 3.14 2.71  0.746
16 P 1.79 -1.62 0.89  0.709
17 O 0.46 -0.98 0.08  -0.332
18 Cl 3.39 -0.46 0.18  0.277
19 O 0.28 -0.41 2.77  -0.286
20 S -0.83 -0.90 3.88  0.734
21 O -2.01 -0.02 3.71  -0.314
22 O -0.37 -0.81 5.29  -0.280
23 H -7.46 -4.51 3.57  0.032
24 H -6.93 -5.42 2.07  0.024
25 H -7.82 -3.86 1.96  0.026
26 H -4.99 -3.79 0.14  0.043
27 H -3.46 -3.31 1.01  0.013
28 H -4.14 -5.00 1.13  0.034
29 H -6.80 -1.44 1.52  0.023
30 H -6.28 -1.10 3.26  0.047
31 H -5.13 -1.00 1.93  0.039
32 H -3.73 -1.80 3.74  0.086
33 H -3.93 -2.37 5.41  0.132
34 H -1.85 -3.34 5.39  0.128
35 H -2.33 -4.35 4.03  0.130
36 H -1.80 -2.48 2.38  0.125
37 H 0.08 -3.73 2.05  0.104
38 H -0.03 -4.31 3.76  0.121
39 H 2.18 -3.28 3.17  0.129
40 H 1.38 -2.53 4.54  0.120
41 H 3.60 -0.54 2.91  0.080
42 H 2.79 -0.95 4.41  0.120
43 H 3.11 1.42 4.41  0.116
44 H 1.38 1.12 4.40  0.060
45 H 2.02 1.34 1.63  -0.019
46 H 3.05 2.66 2.40  0.041
47 H 0.00 -1.68 -0.39  0.027
48 O 3.48 6.12 -2.19  0.121
49 C 3.59 4.94 -2.01  -0.474
50 C 3.08 3.84 -2.91  -0.072
51 C 3.15 2.62 -2.00  -0.174
52 C 4.29 2.97 -1.08  -0.170
53 O 4.25 4.40 -0.95  0.037
54 H 3.74 3.75 -3.77  0.134
55 H 2.06 4.05 -3.23  0.128
56 H 3.29 1.68 -2.53  0.109
57 H 2.22 2.54 -1.43  0.120
58 H 5.26 2.69 -1.50  0.129
59 H 4.18 2.52 -0.10  0.094
60 O 6.45 -2.99 3.37  0.126
61 C 6.88 -2.21 2.58  -0.489
62 C 8.29 -2.17 2.03  -0.076
63 C 8.36 -0.78 1.42  -0.157
64 C 6.91 -0.53 1.03  -0.183
65 O 6.13 -1.23 2.02  -0.016
66 H 8.40 -2.95 1.28  0.134
67 H 9.02 -2.30 2.83  0.128
68 H 9.05 -0.70 0.58  0.118
69 H 8.67 -0.06 2.18  0.121
70 H 6.67 -0.93 0.05  0.119
71 H 6.66 0.53 1.06  0.121
72 O 2.38 12.09 -4.10  0.115
73 C 2.58 11.16 -3.37  -0.495
74 C 1.68 10.68 -2.26  -0.081
75 C 2.60 9.77 -1.46  -0.158
76 C 3.55 9.27 -2.53  -0.165
77 O 3.66 10.36 -3.47  0.028
78 H 0.84 10.14 -2.70  0.132
79 H 1.31 11.52 -1.66  0.124
80 H 2.08 8.97 -0.94  0.117
81 H 3.14 10.36 -0.72  0.119
82 H 3.17 8.40 -3.05  0.107
83 H 4.53 9.04 -2.12  0.126
84 O -1.37 -2.59 -2.73  0.093
85 C -0.95 -1.80 -3.54  -0.477
86 C 0.45 -1.78 -4.10  -0.075
87 C 0.53 -0.40 -4.72  -0.150
88 C -0.92 -0.14 -5.09  -0.148
89 O -1.69 -0.83 -4.10  0.045
90 H 0.54 -2.58 -4.85  0.103
91 H 1.19 -1.91 -3.31  0.125
92 H 1.21 -0.33 -5.57  0.119
93 H 0.85 0.33 -3.97  0.111
94 H -1.17 -0.55 -6.07  0.132
95 H -1.17 0.92 -5.08  0.126
96 O -6.48 -0.05 -0.55  0.113
97 C -7.22 0.87 -0.34  -0.492
98 C -6.82 2.29 -0.07  -0.074
99 C -8.10 2.89 0.49  -0.161
100 C -9.17 2.05 -0.19  -0.161
101 O -8.57 0.76 -0.36  0.027
102 H -6.53 2.76 -1.01  0.133
103 H -6.00 2.34 0.64  0.128
104 H -8.21 3.96 0.31  0.116
105 H -8.13 2.73 1.57  0.120
106 H -9.44 2.45 -1.17  0.127
107 H -10.07 1.96 0.42  0.125
108 O -0.22 -4.25 -5.81  0.101
109 C -0.01 -5.18 -5.08  -0.476
110 C -0.89 -5.67 -3.97  -0.068
111 C 0.05 -6.57 -3.18  -0.154
112 C 1.00 -7.06 -4.26  -0.157
113 O 1.08 -5.97 -5.20  0.034
114 H -1.73 -6.22 -4.39  0.138
115 H -1.26 -4.83 -3.37  0.102
116 H -0.46 -7.38 -2.65  0.118
117 H 0.59 -5.97 -2.44  0.120
118 H 0.62 -7.94 -4.78  0.128
119 H 1.99 -7.28 -3.86  0.125

Summary:
- Total charge: 0
- LUMO energy: 0.069 eV
- HOMO level: -9.1 eV
- E_tot: -121756.599 eV
- SMILES: C[Si](C)(C)OCC[C@@H]1CC[C@@](CCCI)(P(O)Cl)OS1(=O)=O.O=C1CCCO1.O=C1CCCO1.O=C1CCCO1.O=C1CCCO1.O=C1CCCO1.O=C1CCCO1